No. 1
Formula: C34H55BrCaCl4MgN2O8P
Source: the OMol25 dataset
Level of theory: wB97M-V/def2-TZVPD

**HOMO**: -0.2827 Eh
**Charge**: +1
**E_LUMO**: -6.930 eV

Cartesian coordinates (Å):
C (6.89444, -0.75773, 1.60152)
C (6.89781, -1.83949, 0.51351)
C (5.63402, -2.69128, 0.46058)
C (4.34036, -1.90729, 0.39843)
C (4.18853, -1.08508, -0.87395)
C (4.58409, 0.36956, -0.72662)
C (4.76312, 0.99648, -2.09163)
C (4.63682, 2.49897, -2.11690)
C (3.38123, 3.15207, -1.55357)
C (1.97253, 2.55230, -1.78742)
C (1.27904, 2.44386, -0.43385)
C (-0.23489, 2.22806, -0.47358)
C (-0.73646, 0.76662, -0.45451)
C (-1.68829, 0.54037, 0.65998)
C (-1.40135, -0.00197, 1.96881)
C (-0.56093, 0.93146, 2.83011)
N (-2.86765, 0.86909, 0.28401)
C (-2.86978, 1.31234, -1.11316)
C (-1.73316, 0.45955, -1.62244)
C (-1.24955, 0.74644, -3.02922)
O (-2.34313, 0.60463, -3.92457)
C (-2.15240, -0.35469, -4.95634)
C (-1.20825, 0.11956, -6.04195)
P (-2.14658, -1.41024, -1.66833)
O (-1.25669, -2.05448, -0.45573)
Cl (-4.09480, -1.49561, -0.94271)
H (5.90251, -0.50290, 1.93492)
H (7.47390, -1.04312, 2.46249)
H (7.29133, 0.14987, 1.17563)
H (7.10642, -1.41722, -0.46292)
H (7.71746, -2.50769, 0.73163)
H (5.66063, -3.36470, -0.38667)
H (5.61261, -3.31301, 1.34764)
H (4.18347, -1.26284, 1.25186)
H (3.53021, -2.62924, 0.42040)
H (3.14654, -1.14422, -1.19528)
H (4.76857, -1.51541, -1.69272)
H (3.80536, 0.86754, -0.15754)
H (5.48201, 0.42832, -0.13872)
H (4.09978, 0.54649, -2.82944)
H (5.76669, 0.76846, -2.42837)
H (4.85340, 2.83940, -3.11889)
H (5.44812, 2.86973, -1.50173)
H (3.49914, 3.34597, -0.50021)
H (3.35410, 4.12718, -2.01648)
H (1.94236, 1.63648, -2.37508)
H (1.40524, 3.28604, -2.34494)
H (1.76873, 1.74810, 0.24004)
H (1.39086, 3.41792, 0.00498)
H (-0.58839, 2.76557, -1.33929)
H (-0.62198, 2.74721, 0.39582)
H (0.13295, 0.13496, -0.41678)
H (-2.34991, -0.18664, 2.45494)
H (-0.91634, -0.96295, 1.87788)
H (-0.46943, 0.47374, 3.80092)
H (0.43692, 1.05721, 2.44164)
H (-1.03332, 1.88744, 2.99058)
H (-3.69616, 0.81691, 0.86301)
H (-3.80222, 1.16654, -1.63424)
H (-2.71103, 2.38138, -1.16732)
H (-0.46474, 0.03729, -3.27500)
H (-0.90000, 1.76336, -3.11915)
H (-3.12545, -0.51835, -5.39653)
H (-1.78878, -1.30507, -4.58488)
H (-0.25615, 0.38752, -5.60563)
H (-1.01446, -0.72753, -6.68524)
H (-1.63186, 0.93901, -6.59858)
H (-0.33522, -2.00470, -0.78545)
O (-1.81830, -3.43703, 2.23608)
H (-1.33972, -3.10580, 1.46633)
H (-2.57080, -3.90261, 1.85417)
C (2.52480, 4.78271, 4.37316)
C (2.35694, 4.47931, 2.98429)
C (1.73654, 5.59298, 2.13496)
O (1.61673, 5.46776, 0.92361)
C (1.28928, 6.78699, 2.80464)
C (1.44010, 7.09598, 4.19968)
C (2.16038, 6.02694, 5.03664)
O (2.42205, 6.18157, 6.21207)
O (1.04991, 8.11341, 4.73332)
O (2.66438, 3.42415, 2.45308)
H (2.96875, 4.03974, 5.02714)
H (0.79940, 7.50623, 2.15814)
C (-6.96918, -3.57072, -3.21528)
Cl (-7.18711, -3.27779, -5.00411)
Cl (-8.51734, -3.80649, -2.45092)
Cl (-5.90501, -4.93544, -2.96117)
H (-6.50486, -2.68344, -2.80167)
Ca (-7.51328, -4.80886, -7.00490)
C (8.95441, 0.64175, 4.44001)
O (7.83825, 1.16641, 3.96554)
H (9.36427, 1.18225, 5.33568)
H (8.88014, -0.40430, 4.81598)
H (9.82673, 0.64639, 3.74767)
Mg (2.48243, -1.23764, -2.81229)
N (-11.64126, -5.04422, 0.13600)
C (-11.95286, -5.63601, 1.28709)
C (-11.04208, -5.84929, 2.31701)
C (-9.73599, -5.43153, 2.13193)
C (-9.39673, -4.81486, 0.94596)
C (-10.38354, -4.64873, -0.00728)
H (-12.98544, -5.95308, 1.38642)
H (-11.35246, -6.33145, 3.23380)
H (-8.93430, -5.57688, 2.94716)
H (-8.38657, -4.46648, 0.76742)
H (-10.13569, -4.15962, -0.94515)
Br (-7.90726, -4.47068, 4.13236)

***

No. 2
Formula: C3H6N2O3
Source: the OMol25 dataset
Level of theory: wB97M-V/def2-TZVPD

**HOMO**: -0.3464 Eh
**E_LUMO**: -0.845 eV

Cartesian coordinates (Å):
C (1.00980, 0.37114, -0.89223)
C (0.23850, 0.50732, 0.39595)
C (-1.71426, -0.96605, -0.25934)
H (2.68703, -0.08104, -1.76894)
H (3.03036, -0.14752, 0.19330)
H (1.23407, 0.24190, 1.09127)
H (-0.12550, 1.47043, 0.80010)
H (-2.74423, 0.34853, 1.80560)
H (-1.23541, -1.37775, -1.40859)
N (2.32509, 0.63278, -0.95934)
N (-0.89186, -0.43882, 0.63599)
O (0.57336, 0.30285, -2.08625)
O (-1.51000, -0.00081, 1.97504)
O (-2.87697, -0.86297, 0.47743)

***

No. 3
Formula: C4H4O3
Source: the OMol25 dataset
Level of theory: wB97M-V/def2-TZVPD

**HOMO (alpha / beta)**: -0.3217 / -0.3087 Eh
**E_LUMO (alpha / beta)**: -0.007 / -0.977 eV

Cartesian coordinates (Å):
O (0.52423, -2.11055, -0.58752)
C (0.72644, -1.00843, -0.15632)
O (1.93884, -0.44483, 0.26063)
C (1.28630, 0.77456, 0.72206)
C (0.01346, 0.17002, 0.23900)
C (-1.93790, -0.00154, -0.67397)
O (-1.29335, 0.38484, 0.38398)
H (1.64615, 1.63494, 0.14840)
H (1.44532, 0.92256, 1.79421)
H (-2.94419, -0.35232, -0.51341)
H (-1.40530, 0.03074, -1.61704)